{
  "formula": "CHCl2N2O2",
  "method": "wB97M-V/def2-TZVPD",
  "total_charge": -1,
  "relative_energy_kj_mol": 429.4,
  "e_homo_ev": [-5.5, -2.9],
  "total_energy_ha": -1218.88435,
  "species": ["C", "N", "N", "O", "O", "Cl", "Cl", "H"],
  "xyz": [[0.3054, 0.3990, 1.5654], [-0.8429, 0.8607, 1.9252], [-1.5929, 1.9043, 1.5777], [-1.2420, 2.8315, 0.9164], [-2.7028, 1.8387, 2.0615], [0.9601, -0.9340, 2.4603], [1.7109, 1.4964, 1.2074], [-0.3219, -1.0111, -0.5098]],
  "forces_ev_per_angstrom": [[0.32, 1.29, -1.29], [-0.12, -1.39, 0.98], [0.38, -1.86, 1.15], [1.72, 1.92, -1.96], [-2.20, 0.13, 0.69], [-0.20, -0.59, 0.41], [-0.10, 0.16, -0.35], [0.20, 0.35, 0.37]]
}